1.
Below is the molecule C12H5ClF17N4OP, with properties calculated with ωB97M-V with the def2-TZVPD basis set.

```
41
Properties=species:S:1:pos:R:3:mulliken_charge:R:1
O -2.8757 -5.9846 -0.5429 -0.4714
P -1.6202 -5.5823 0.4311 0.1138
Cl -2.2635 -6.3298 2.2284 -0.2168
C -2.1768 -3.8249 0.6602 0.7586
N -2.6723 -3.3887 1.8185 -0.2564
N -2.9884 -2.1176 1.8927 -0.3689
C -2.7889 -1.3567 0.8114 0.5129
C -3.1560 0.0990 0.9197 -0.5164
C -2.5039 0.8151 2.1161 -1.0632
C -1.2791 1.6504 1.7860 0.8237
F -1.0181 2.5095 2.8183 -0.3241
F -1.4958 2.4061 0.6693 -0.2839
C 0.0050 0.8116 1.5562 0.6340
F -0.2136 0.0336 0.4677 -0.2751
F 0.1761 -0.0092 2.6281 -0.3240
C 1.3269 1.6374 1.3993 0.5058
F 1.1129 2.7385 0.6549 -0.2481
F 1.6784 2.0421 2.6302 -0.3191
C 2.5446 0.8258 0.8001 0.5479
F 3.6105 1.0916 1.5736 -0.3193
F 2.3005 -0.4918 0.8712 -0.2525
C 3.0350 1.1640 -0.6537 0.6311
F 4.1408 0.4113 -0.8299 -0.3130
F 3.4118 2.4510 -0.6817 -0.2954
C 2.0956 0.8275 -1.8617 0.7251
F 2.0521 -0.5214 -1.9477 -0.3169
F 0.8408 1.2808 -1.6819 -0.2359
C 2.5851 1.3488 -3.2504 0.3702
F 3.8476 0.9307 -3.4419 -0.2638
F 1.7897 0.7518 -4.1586 -0.2965
C 2.5167 2.9086 -3.5029 0.7360
F 1.7126 3.5220 -2.6322 -0.2214
F 2.0497 3.1412 -4.7227 -0.2545
F 3.7337 3.4385 -3.4028 -0.2529
N -2.3093 -1.8041 -0.3538 -0.1995
N -1.9858 -3.0725 -0.4245 -0.4024
H -2.5808 -6.6973 -1.1283 0.3465
H -2.9378 0.5849 -0.0299 0.3241
H -4.2404 0.1380 1.0603 0.3673
H -2.2480 0.0991 2.8974 0.5020
H -3.2118 1.5217 2.5567 0.3924
```

* Kohn-Sham gap: 8.68 eV
* multiplicity: 1
* total energy: -3253.81703 hartree

2.
Below is a cluster of 8 separate species, C22H60O8 in total at a distorted geometry, with properties calculated with ωB97M-V with the def2-TZVPD basis set.

```
90
Properties=species:S:1:pos:R:3:mulliken_charge:R:1
C 2.7968 -2.9138 2.3305 -0.8918
C 2.1580 -2.1061 3.5574 0.2601
C 2.9982 -0.8689 3.8197 -0.9822
O 0.8848 -1.7351 3.0674 -0.5427
H 3.6952 -3.3797 2.7353 0.5080
H 3.0313 -2.3104 1.4536 -0.1015
H 2.1653 -3.6949 1.9072 0.1925
H 2.0208 -2.7363 4.4361 0.4234
H 2.4218 -0.2816 4.5345 0.2421
H 3.1245 -0.3606 2.8638 0.0405
H 3.9267 -1.1734 4.3027 0.4953
H 0.9424 -1.2299 2.2531 0.2554
C -1.7694 -0.1027 -3.4465 -0.6149
C -2.8998 0.9760 -3.7142 0.2607
C -3.4757 1.5595 -2.4251 -0.7257
O -2.1573 1.9352 -4.4086 -0.5618
H -2.0953 -1.0116 -2.9408 0.1450
H -0.9633 0.2791 -2.8199 -0.1550
H -1.4046 -0.4548 -4.4114 0.4056
H -3.7140 0.6646 -4.3686 0.4656
H -4.3575 0.9859 -2.1397 0.3895
H -3.7265 2.6137 -2.5431 0.3984
H -2.7524 1.3758 -1.6306 -0.2843
H -2.5101 1.9828 -5.3002 0.2565
C -3.2035 0.2604 3.3846 -1.5505
C -3.0368 0.3699 1.8484 1.9681
C -4.1892 -0.2832 1.0857 -1.2731
O -3.0190 1.7114 1.5614 -0.5361
H -2.5830 0.9748 3.9256 0.3332
H -2.9541 -0.7412 3.7351 0.3456
H -4.2703 0.4046 3.5557 0.3982
H -2.0486 -0.0111 1.5906 -0.9379
H -5.1084 0.2732 1.2694 0.5393
H -4.3164 -1.3347 1.3429 0.3630
H -3.9616 -0.1901 0.0238 0.0703
H -3.8892 2.0767 1.3855 0.2219
C -0.4983 -4.2001 0.4418 -1.3173
C -1.8450 -3.4745 0.6027 1.7295
C -2.5874 -3.3243 -0.7319 -1.2711
O -2.6445 -4.1089 1.5504 -0.5789
H 0.1859 -3.7037 -0.2464 0.0312
H -0.5873 -5.2323 0.1031 0.4915
H -0.0009 -4.1097 1.4075 0.3888
H -1.6637 -2.4794 1.0089 -0.7254
H -3.5423 -2.7998 -0.6987 0.2800
H -2.8481 -4.3056 -1.1284 0.3857
H -1.9435 -2.9220 -1.5140 0.1682
H -2.4826 -5.0463 1.4213 0.4024
C 2.2126 3.1770 -2.4251 -1.0900
C 0.7101 3.4628 -2.6269 1.5658
C 0.3029 4.9011 -2.5338 -1.6801
O 0.3224 2.9414 -3.8843 -0.6167
H 2.4486 3.2831 -1.3662 0.2580
H 2.9100 3.7238 -3.0597 0.3980
H 2.3316 2.1151 -2.6403 0.1862
H 0.0736 2.9835 -1.8831 -0.3199
H -0.7582 5.0076 -2.7593 0.3028
H 0.7236 5.4110 -3.4005 0.4204
H 0.6352 5.4697 -1.6652 0.3570
H -0.5602 2.5639 -3.8693 0.3168
C 5.2694 -2.0251 -1.1556 -1.3882
C 3.9555 -1.4401 -1.7613 0.4317
C 2.8741 -2.5252 -1.7620 -0.8969
O 3.5611 -0.3622 -0.9575 -0.4771
H 5.7706 -2.6494 -1.8953 0.4203
H 5.2146 -2.5602 -0.2076 0.2456
H 5.8678 -1.1445 -0.9220 0.3849
H 4.0758 -1.0959 -2.7885 0.4215
H 2.5472 -2.8320 -0.7685 -0.0776
H 3.2980 -3.4312 -2.1951 0.5315
H 2.0306 -2.1959 -2.3688 0.2009
H 4.1389 0.3890 -1.1104 0.2154
C 0.2531 1.8066 3.2716 -0.6332
C 0.0164 3.1591 2.6649 0.0515
C 0.3640 3.1791 1.1514 -0.3152
O -1.3124 3.4808 2.7892 -0.6362
H 1.3277 1.6975 3.4180 0.3948
H -0.0835 0.9915 2.6309 -0.2978
H -0.1048 1.6899 4.2945 0.3601
H 0.6157 3.8320 3.2781 0.4370
H -0.2588 2.4228 0.6737 -0.2584
H 1.3824 2.8725 0.9127 0.2822
H 0.1933 4.1871 0.7734 0.2165
H -1.8868 2.8854 2.3023 0.4174
C 0.3859 -0.1171 -0.5390 -0.6353
O 1.2031 -0.2616 0.5991 0.3178
H 0.8626 0.6021 -1.2050 0.2808
H 0.3357 -1.0548 -1.0924 0.2256
H -0.6386 0.0927 -0.2317 0.1385
H 2.0876 -0.4500 0.2770 -0.2620
```

* Kohn-Sham gap: 9.64 eV
* energy above the lowest of the compared OMol25 structures with the same formula, charge and spin: 116.8 kJ/mol
* multiplicity: 1
* total energy: -1476.05330 hartree

3.
Below is a cluster of 11 separate species, C25H74NO11S10 in total at a distorted geometry, with properties calculated with ωB97M-V with the def2-TZVPD basis set.

```
121
Properties=species:S:1:pos:R:3:mulliken_charge:R:1
C 1.7489 -0.8712 -1.0178 -1.5193
N 0.7549 0.2368 -1.0178 2.1556
C 1.5429 1.5478 -0.9878 -1.2744
C -0.2111 0.1318 -2.0658 -0.6806
C -0.0481 0.1218 0.2282 0.2994
C -0.7891 1.2878 0.7932 -0.0905
O -1.9751 0.9998 1.5192 0.0441
H 2.5039 -0.7082 -0.1308 0.2978
H 2.4109 -0.9472 -1.9528 -0.0499
H 1.3479 -1.7132 -0.8228 1.1294
H 2.3119 1.6048 -0.1898 0.1210
H 0.9289 2.3658 -0.8838 0.5488
H 1.9899 1.4448 -1.9278 0.5414
H -0.6931 1.0068 -2.4878 -0.2408
H -1.1001 -0.5802 -1.9008 -0.0428
H 0.3949 -0.0672 -2.9228 0.6557
H 0.5879 -0.1982 1.1742 -0.4186
H -0.9851 -0.6762 0.4572 -0.5211
H -1.2791 1.8658 0.0102 -0.5201
H -0.2791 1.9768 1.3182 0.2220
H -2.7181 1.5948 1.0532 0.2625
C 4.3499 -3.7372 0.1952 -0.4284
S 5.1519 -4.6902 -1.0278 0.4238
O 5.9619 -5.8232 -0.3228 -0.6512
C 3.7399 -5.4802 -1.8518 -0.7639
H 3.5849 -3.0412 -0.2838 -0.1172
H 4.7169 -3.0162 0.9092 0.5586
H 3.7309 -4.4682 0.8262 0.1436
H 3.3369 -6.0962 -1.0828 0.3381
H 3.7289 -5.8952 -2.8328 0.3943
H 3.1109 -4.5722 -2.2688 0.1012
C -3.8221 -1.8702 3.0422 -1.1388
S -2.7731 -2.4852 1.6972 1.0251
O -2.8431 -4.0492 1.6222 -0.7445
C -3.8141 -2.0122 0.3192 -0.9536
H -4.8381 -2.4542 2.8492 0.3455
H -3.8921 -0.7542 3.2142 0.1719
H -3.6151 -2.2442 3.9802 0.4628
H -4.8041 -2.5302 0.1812 0.5281
H -3.2251 -2.3232 -0.5998 0.0994
H -4.0221 -0.8962 0.1322 0.1922
C 4.3849 1.3088 4.5182 -0.8935
S 3.3299 1.9568 3.2112 0.5501
O 3.7919 1.0808 2.0742 -0.6160
C 1.8829 1.1918 3.8002 -0.8811
H 4.5079 0.2528 4.2062 0.2652
H 3.6579 1.3988 5.4202 0.2856
H 5.4039 1.7518 4.4652 0.3387
H 1.5919 1.4958 4.6872 1.0021
H 1.6969 0.1238 3.5182 0.0170
H 1.1169 1.7788 3.2472 -0.0414
C -0.6421 5.1628 2.6102 -0.6459
S 1.0329 5.2918 1.9742 0.3434
O 1.1799 4.0458 1.1592 -0.3797
C 0.8289 6.6678 0.9262 -1.1651
H -0.9611 5.9108 3.2802 0.5343
H -0.7241 4.3008 3.3672 0.1041
H -1.3931 4.8818 1.8152 0.0650
H 0.1639 6.4448 0.2872 0.3558
H 1.7429 7.1578 0.6272 0.3234
H 0.2079 7.3908 1.4092 0.4857
C 5.9149 -0.7242 -4.5978 -1.1681
S 4.6429 -1.8292 -4.0138 0.6768
O 3.2699 -1.2052 -4.1748 -0.6537
C 4.8569 -2.9252 -5.4448 -1.1833
H 6.9629 -1.0132 -4.8188 0.3677
H 6.0039 -0.1242 -3.8678 0.4290
H 5.5599 -0.1032 -5.4848 0.3286
H 4.5949 -2.4842 -6.2798 0.4660
H 4.3149 -3.9182 -5.2578 0.2779
H 5.8149 -3.3632 -5.2548 0.4418
C -1.8091 2.4298 -4.8658 -0.5740
S -0.5941 3.6018 -4.5078 0.2994
O -0.0901 3.2498 -3.0948 -0.3883
C 0.6289 2.9888 -5.6018 -1.0416
H -1.5451 1.4958 -4.5708 -0.0652
H -2.2941 2.5458 -5.7658 0.7203
H -2.6231 2.7458 -4.2048 0.0577
H 1.2239 3.7748 -5.8318 0.4771
H 0.2299 2.4928 -6.4538 0.4109
H 1.5709 2.3478 -5.1198 0.1770
C -5.4911 2.7518 -1.3738 -0.6136
S -4.2821 3.7068 -0.3498 0.1538
O -3.8211 2.7218 0.7472 -0.5549
C -2.9991 3.6358 -1.5198 -0.0639
H -6.5531 2.8258 -0.8908 0.3875
H -5.0321 1.6188 -1.5398 -0.1402
H -5.4451 3.3578 -2.2908 0.3536
H -2.1871 4.0908 -1.0718 0.3393
H -3.2471 3.9548 -2.6758 0.3919
H -2.7801 2.6318 -1.6988 -0.4392
C -5.1651 -1.4052 -3.1708 -1.1152
S -4.0361 -0.0862 -3.5408 0.4315
O -3.2791 0.0658 -2.1928 -0.2552
C -2.8641 -1.2352 -4.3688 -1.0569
H -5.8891 -0.8442 -2.5228 0.3266
H -4.5931 -2.2022 -2.9168 0.4311
H -5.8751 -1.7712 -4.0338 0.3482
H -2.2431 -1.8872 -3.7638 0.3276
H -2.3451 -0.6302 -5.1818 0.3402
H -3.6381 -2.0582 -4.9328 0.3887
C -0.8951 -0.2822 7.4822 -1.2131
S -0.8671 -0.8582 5.7142 0.6901
O -1.6041 -2.2332 5.6872 -0.6730
C -1.9591 0.4218 5.1472 -0.1776
H -0.5341 -0.9602 8.1822 0.4202
H -2.0001 -0.0892 7.7332 0.3054
H -0.3621 0.6058 7.5052 0.3843
H -2.0601 0.2968 4.1472 -0.6960
H -1.4551 1.3278 5.3422 0.5792
H -3.0561 0.4218 5.5462 0.3773
C -0.1951 -4.8422 3.3172 -0.9674
S 0.9109 -4.2082 2.1192 0.3112
O 0.2549 -3.1362 1.3072 -0.3944
C 1.6809 -3.2752 3.4532 -1.0628
H 0.2669 -5.5582 4.0312 0.3799
H -1.0821 -5.3252 3.0642 0.4690
H -0.7391 -4.1032 3.9702 0.0978
H 1.1289 -2.6602 4.1742 0.0368
H 2.4139 -2.6082 2.9742 0.2205
H 2.2699 -3.7332 4.0522 0.9213
```

* net charge: +1
* Kohn-Sham gap: 8.22 eV
* energy above the lowest of the compared OMol25 structures with the same formula, charge and spin: 0.0 kJ/mol
* multiplicity: 1
* total energy: -5860.17208 hartree

4.
Below is a cluster of 10 separate species, C6H31NO10 in total at a distorted geometry, with properties calculated with ωB97M-V with the def2-TZVPD basis set.

```
48
Properties=species:S:1:pos:R:3:mulliken_charge:R:1
C 0.6148 0.6907 1.5560 -0.8800
C 0.9244 0.2592 0.0814 -0.3748
N -0.3001 0.2792 -0.7231 0.2532
C -0.4516 -0.9341 -1.5945 0.2867
C -1.7983 -1.6024 -1.4669 -1.2051
C -0.0910 -0.4771 -3.0286 -0.9760
C 0.7997 -1.6073 -3.6580 -0.0337
O 1.8601 -1.3503 -4.1367 -0.4847
H 0.9995 -0.0395 2.2607 0.3944
H -0.3846 1.0945 1.5663 0.1625
H 1.2830 1.5137 1.7996 0.0322
H 1.2684 -0.7581 0.2225 0.2381
H 1.7970 0.7114 -0.4187 0.3838
H -1.2116 0.3513 -0.2216 0.1451
H 0.2372 -1.7320 -1.2445 0.2045
H -1.8041 -2.5699 -1.9606 0.4046
H -1.9303 -1.8609 -0.4245 0.0519
H -2.6753 -1.0711 -1.7800 0.3882
H -0.9776 -0.3005 -3.6272 0.4858
H 0.4586 0.4289 -3.1520 0.3072
H 0.3505 -2.6375 -3.5202 0.3273
O 3.1840 2.4800 0.9278 -0.6402
H 3.3116 2.9080 1.7765 0.2951
H 2.5581 3.0226 0.4133 0.3404
O -3.7051 1.3561 1.8036 -0.6558
H -2.9982 1.9585 1.4672 0.3531
H -4.4704 1.7595 1.3755 0.2908
O 3.3099 -1.9724 2.9180 -0.6665
H 2.7026 -2.6417 2.5467 0.3849
H 3.0237 -1.1295 2.5465 0.3106
O 1.5368 4.3374 -0.3390 -0.7505
H 0.8878 3.9565 -0.9410 0.3600
H 2.3928 4.3373 -0.7767 0.3422
O -0.4504 2.6563 -1.9186 -0.7736
H -0.3705 1.7663 -1.4626 0.5754
H -0.8276 2.5520 -2.7937 0.2542
O -1.9634 3.1516 0.3658 -0.7086
H -1.2792 2.8708 -0.2786 0.3168
H -2.3682 3.9461 0.0020 0.2464
O -3.1448 -1.4111 2.1277 -0.6226
H -3.1345 -1.1131 3.0649 0.2893
H -3.5025 -0.5304 1.8680 0.3739
O 1.2061 -3.6487 2.5342 -0.6968
H 0.5595 -3.0289 2.1801 0.3936
H 1.1052 -4.4200 1.9636 0.3308
O -1.4871 -3.4828 1.6915 -0.6565
H -1.7223 -2.5597 1.5270 0.3087
H -1.3768 -3.6422 2.6380 0.2942
```

* Kohn-Sham gap: 9.89 eV
* energy above the lowest of the compared OMol25 structures with the same formula, charge and spin: 218.2 kJ/mol
* multiplicity: 1
* total energy: -1054.31417 hartree